A molecular structure, C26H39N2O5P2SY. Source: the Open Molecules 2025 dataset; level of theory: ωB97M-V/def2-TZVPD.

Output
* LUMO level: 0.49 eV
* charge: 0
* HOMO-LUMO gap: 7.81 eV
* molar mass: 642.53 Da

Last column: Löwdin charge in e.
Atoms and positions in Å:
Y -0.44925 0.21040 0.34682  1.278
O 1.60673 0.86189 0.17470  -0.308
C 2.55047 1.49513 0.79120  -0.368
C 3.82927 1.63139 0.19462  -0.027
C 4.84499 2.33589 0.79469  -0.084
C 4.65779 2.93449 2.04439  -0.108
C 3.43866 2.79541 2.66314  -0.057
C 2.37408 2.10255 2.06702  -0.153
C 1.13940 2.01858 2.80790  -0.088
N 0.00397 1.62320 2.37639  -0.026
C -1.08266 1.57278 3.34719  -0.186
C -1.91787 0.29635 3.13006  -0.196
N -1.09953 -0.69762 2.46226  -0.057
C -1.02468 -1.87300 2.94747  -0.079
C -0.24927 -2.95664 2.39817  -0.148
C -0.23265 -4.17102 3.10256  -0.060
C 0.51105 -5.24822 2.68368  -0.112
C 1.29407 -5.11522 1.53092  -0.093
C 1.29308 -3.94473 0.81241  -0.025
C 0.49947 -2.82856 1.18897  -0.380
O 0.46027 -1.78959 0.42594  -0.264
H 3.98015 1.15664 -0.76682  0.093
H 5.80396 2.42419 0.29826  0.103
H 5.45552 3.49259 2.51555  0.095
H 3.27827 3.24374 3.63861  0.108
H 1.22131 2.33515 3.85554  0.127
H -1.72103 2.44923 3.21171  0.120
H -0.69012 1.58892 4.37010  0.109
H -2.75083 0.52677 2.46384  0.101
H -2.31852 -0.06950 4.08112  0.115
H -1.57161 -2.10521 3.86946  0.129
H -0.82480 -4.24988 4.00883  0.108
H 0.50118 -6.17606 3.23965  0.094
H 1.91043 -5.94459 1.20455  0.102
H 1.89350 -3.83475 -0.08285  0.106
C -0.08985 -1.40212 -3.56991  -0.286
P 0.69576 -0.40534 -2.22772  0.869
C 2.39996 -1.07179 -2.39652  -0.240
C 0.80023 1.17326 -3.20752  -0.394
C 1.21847 2.40514 -2.40484  -0.391
P 0.02680 2.78161 -1.03843  0.896
C -1.26172 3.71239 -1.98398  -0.257
C 0.90206 4.23637 -0.30854  -0.244
H 0.41015 -1.23257 -4.52544  0.043
H -1.13785 -1.11275 -3.65622  0.022
H -0.03141 -2.46156 -3.31872  0.029
H 2.73552 -1.06617 -3.43429  0.043
H 2.39468 -2.09737 -2.02377  0.033
H 3.08719 -0.50006 -1.77558  0.017
H -0.20637 1.32601 -3.60698  0.071
H 1.48163 1.01187 -4.04785  0.079
H 1.29614 3.27785 -3.06006  0.082
H 2.19591 2.24768 -1.94554  0.059
H -0.81584 4.43460 -2.66868  0.040
H -1.89812 4.23498 -1.26702  0.046
H -1.88402 3.01362 -2.54266  0.027
H 0.91438 5.06757 -1.01462  0.040
H 1.92470 3.97173 -0.04041  0.032
H 0.38171 4.54551 0.59968  0.040
C -4.18989 1.39444 -1.26134  0.011
C -2.76382 1.07385 -0.86348  -0.753
O -1.98987 0.54712 -1.70213  -0.168
O -2.40166 1.34572 0.31690  -0.160
H -4.28046 1.45879 -2.34394  0.080
H -4.49923 2.32783 -0.79479  0.082
H -4.83701 0.59413 -0.89731  0.086
C -3.33260 -2.41424 -2.11637  -0.221
S -1.88975 -2.41830 -1.00487  0.865
C -2.18215 -4.10789 -0.39229  -0.199
O -2.28832 -1.51935 0.12109  -0.553
H -3.11659 -3.02877 -2.99016  0.058
H -3.47173 -1.37580 -2.41052  0.035
H -4.20577 -2.78309 -1.58085  0.059
H -2.27130 -4.78470 -1.24169  0.060
H -3.09650 -4.09384 0.19957  0.066
H -1.33824 -4.39710 0.22973  0.030